DFT (ωB97M-V with the def2-TZVPD basis set) results for C24H23N5 in the gas phase.

Energy above the lowest of the compared OMol25 structures with the same formula, charge and spin in kcal per mole: 0.0
SMILES string: CCn1cnc2cc(NCc3nc4ccccc4n3Cc3ccccc3)ccc21
Molecular weight in g mol⁻¹: 381.48

Geometry as ORCA input:
```
! wB97M-V def2-TZVPD RIJCOSX def2/J DEFGRID3
* xyz 0 1
C 5.80354 1.20499 1.07057
N 3.82577 -1.84841 0.42921
H 1.43076 -2.83839 -1.59306
H 6.67906 1.59275 1.57034
H 2.47986 -3.80597 -0.53865
H -0.69744 -2.58364 -1.73046
C -1.91809 -0.81976 1.44806
H -0.55877 1.41100 -2.62914
H -2.69399 -1.17121 -1.87182
H 3.24673 2.33821 -0.87792
H -6.51203 -0.07870 -1.28508
C 4.36740 -0.59280 0.51190
C -2.59955 -0.65069 0.22101
C -1.43259 2.37621 -0.93273
C 3.56525 0.30496 -0.22804
C 5.00250 2.08456 0.33852
C -1.36579 2.57423 0.43657
C -2.16588 -1.27624 -0.93544
C -3.55786 0.47105 1.82519
N 2.54193 -0.45260 -0.74920
C 1.48940 0.07157 -1.57104
H 6.11824 -0.81776 1.73714
H -5.33463 -1.35518 -0.94992
N 0.80995 -3.02575 0.39542
H 1.32054 0.65911 1.13135
C -5.76034 -0.42514 -0.58092
C -0.76774 -1.59223 1.51256
H -2.08606 3.21057 0.92915
C 1.86708 -2.90253 -0.59580
C 5.50333 -0.13665 1.17133
H -4.19633 0.83469 -1.38466
C 3.87023 1.65353 -0.32232
C -4.66638 0.62905 -0.41798
H -0.23969 -1.71015 2.44612
N -2.55828 -0.09885 2.42476
H 1.94444 0.66605 -2.37519
C 0.55301 1.13707 0.54199
H -2.20435 2.86044 -1.51424
H -0.32368 2.09016 2.23956
H 0.95087 -0.75960 -2.03430
H -4.26216 1.11608 2.31645
H -5.09581 1.55934 -0.03549
C -0.50770 1.56371 -1.55984
H 5.27633 3.12824 0.29163
C -1.03142 -2.05302 -0.85115
N -3.64815 0.19410 0.49695
C 0.49632 0.94006 -0.82814
C 2.76240 -1.73619 -0.31647
H 1.20615 -3.06985 1.32729
C -0.37391 1.95164 1.17085
H -6.23972 -0.62228 0.37520
C -0.31272 -2.19973 0.34989
*
```

natural (NBO) atomic charges, in units of e:
1. C -0.232
2. N -0.468
3. H 0.204
4. H 0.212
5. H 0.237
6. H 0.210
7. C 0.188
8. H 0.205
9. H 0.214
10. H 0.220
11. H 0.214
12. C 0.071
13. C 0.058
14. C -0.220
15. C 0.163
16. C -0.203
17. C -0.225
18. C -0.212
19. C 0.224
20. N -0.379
21. C -0.253
22. H 0.223
23. H 0.214
24. N -0.615
25. H 0.224
26. C -0.612
27. C -0.303
28. H 0.212
29. C -0.261
30. C -0.199
31. H 0.206
32. C -0.269
33. C -0.202
34. H 0.220
35. N -0.486
36. H 0.214
37. C -0.241
38. H 0.209
39. H 0.223
40. H 0.228
41. H 0.195
42. H 0.208
43. C -0.237
44. H 0.211
45. C -0.299
46. N -0.362
47. C 0.058
48. C 0.380
49. H 0.379
50. C -0.188
51. H 0.213
52. C 0.229